C34H43CuNOP2S | ωB97M-V/def2-TZVPD

E_LUMO (spin up / spin down) = 4.2 / 4.2 eV
E_HOMO (spin up / spin down) = 0.0497 / 0.0107 hartree
<S²> = 0.759
gap between HOMO and LUMO (spin up / spin down) = 2.8204 / 3.8836 eV
relative energy (zero: lowest compared OMol25 entry of this formula, charge and spin) = 0.0 kJ/mol

Geometry as ORCA input:
```
! RIJCOSX wB97M-V def2-TZVPD def2/J DEFGRID3
* xyz -2 2
Cu 0.0977 -0.0951 0.0666
S 3.0977 -0.0895 -1.6445
C 1.7283 -0.1207 -0.7817
C -3.4904 -0.9542 3.3312
N -3.7028 -0.5895 1.9083
C -3.2282 0.8361 1.6888
C -2.8850 -1.5984 1.0292
C -2.9237 -1.1271 -0.3922
C -4.1334 -1.2727 -1.0833
C -4.3085 -0.6938 -2.3238
C -3.2534 0.0220 -2.8744
C -2.0349 0.1064 -2.2215
C -1.7548 -0.4472 -0.9457
H -4.0649 -0.2822 3.9686
H -2.4175 -0.8214 3.5069
H -3.7980 -1.9910 3.4914
H -4.6809 -0.6762 1.6514
H -2.0490 0.7853 1.7912
H -3.7513 1.4564 2.4195
H -3.5024 1.1146 0.6675
H -3.3379 -2.5776 1.2263
H -1.8582 -1.5091 1.3807
H -4.9501 -1.8447 -0.6394
H -5.2485 -0.7996 -2.8553
H -3.3811 0.4986 -3.8435
H -1.2356 0.6433 -2.7268
O -0.2984 0.4906 1.8508
C 2.4689 -4.0848 -3.9678
C 1.7229 -3.2078 -2.9659
P 0.2542 -2.2527 -3.5507
C -0.6787 -3.6435 -4.3739
C -2.1336 -3.2836 -4.6713
C 0.9922 -1.4140 -5.0350
C 0.1084 -0.2984 -5.5894
H 3.3152 -4.5848 -3.4881
H 2.8707 -3.4903 -4.7911
H 1.8307 -4.8604 -4.3994
H 2.4036 -2.4766 -2.5216
H 1.3618 -3.8083 -2.1244
H -0.6519 -4.4800 -3.6671
H -0.1728 -3.9806 -5.2858
H -2.6581 -2.9768 -3.7646
H -2.6717 -4.1289 -5.1126
H -2.2037 -2.4472 -5.3702
H 1.2303 -2.1386 -5.8221
H 1.9360 -0.9858 -4.6832
H -0.8445 -0.6834 -5.9603
H 0.6005 0.2248 -6.4143
H -0.1163 0.4314 -4.8110
C 3.5290 3.3431 7.0486
C 3.7906 3.8761 5.7912
C 3.0848 3.4315 4.6816
C 2.0957 2.4450 4.7819
C 1.8426 1.9420 6.0576
C 2.5482 2.3712 7.1769
P 1.0371 1.6426 3.3775
C 1.1680 3.0906 2.2413
C 1.4318 2.9150 0.8838
C 1.3874 3.9920 0.0088
C 1.0664 5.2629 0.4678
C 0.7806 5.4474 1.8148
C 0.8252 4.3679 2.6875
C 2.4308 0.5734 2.7954
C 2.1590 -0.7880 2.6708
C 3.1586 -1.6782 2.3011
C 4.4377 -1.2170 2.0290
C 4.7108 0.1397 2.1227
C 3.7139 1.0267 2.5038
H 4.0811 3.6863 7.9168
H 4.5537 4.6394 5.6755
H 3.2976 3.8709 3.7140
H 1.0667 1.1885 6.1643
H 2.3260 1.9494 8.1520
H 1.6476 1.9230 0.5026
H 1.5957 3.8216 -1.0412
H 1.0294 6.1020 -0.2188
H 0.5127 6.4311 2.1870
H 0.5866 4.5235 3.7348
H 1.1307 -1.1007 2.7920
H 2.9222 -2.7286 2.1734
H 5.2107 -1.9040 1.7037
H 5.6971 0.5124 1.8693
H 3.9362 2.0852 2.5487
*
```

---

C34H43N9O7PtS3 | ωB97M-V/def2-TZVPD

E_LUMO = -6.5 eV
E_HOMO = -0.4716 hartree
gap between HOMO and LUMO = 6.3601 eV
relative energy (zero: lowest compared OMol25 entry of this formula, charge and spin) = 96.1 kJ/mol

Geometry as ORCA input:
```
! RIJCOSX wB97M-V def2-TZVPD def2/J DEFGRID3
* xyz 2 1
Pt -1.0376 1.1690 -1.8467
C -3.6774 2.1026 -2.2030
N -2.9765 0.8282 -2.5483
C -3.7133 -0.2783 -1.9097
C -2.9918 0.6914 -4.0216
C -1.8667 1.5076 -4.5909
C -1.8381 1.8279 -5.9398
C -0.6749 2.3178 -6.5134
C 0.4648 2.4177 -5.7314
C 0.4186 2.1216 -4.3737
C -0.7617 1.7329 -3.7494
H -4.7212 2.0312 -2.5200
H -3.1953 2.9302 -2.7149
H -3.6430 2.2635 -1.1272
H -4.7603 -0.2650 -2.2216
H -3.6606 -0.1684 -0.8273
H -3.2726 -1.2282 -2.2026
H -3.9810 0.9483 -4.4107
H -2.8096 -0.3605 -4.2557
H -2.7193 1.6660 -6.5494
H -0.6489 2.5815 -7.5616
H 1.4006 2.7370 -6.1707
H 1.3464 2.1926 -3.8362
C -0.8811 -1.3961 2.0884
C -0.8883 -1.1776 0.6047
O -0.9515 -0.0371 0.1351
N -0.8364 -2.3110 -0.1286
C -0.8108 -2.3693 -1.5669
C 0.3909 -2.9841 -2.2504
C 0.1930 -3.8390 -3.3206
C 1.2577 -4.3491 -4.0444
C 2.5569 -4.0112 -3.6848
C 2.7313 -3.1810 -2.6126
N 1.6685 -2.6691 -1.9470
H -0.7862 -0.4407 2.5955
H -0.0640 -2.0561 2.3790
H -1.8113 -1.8775 2.3974
H -0.8170 -3.1855 0.3831
H -0.9267 -1.3468 -1.9525
H -1.6586 -2.9598 -1.9175
H -0.8193 -4.1136 -3.5808
H 1.0741 -5.0183 -4.8743
H 3.4195 -4.3971 -4.2073
H 3.7000 -2.8905 -2.2301
C -0.0479 4.8647 6.1511
C 1.3168 4.3295 5.7536
S 1.8939 4.9591 4.1896
O 3.3112 4.7422 4.0987
O 1.3320 6.2591 3.9475
C 1.1471 3.8678 2.9558
C 1.5529 4.4603 1.6126
N 1.4138 3.5474 0.4600
C 0.3498 2.7841 0.1358
N 0.5854 2.0868 -0.9884
C 1.8253 2.4635 -1.4162
C 2.3463 3.3421 -0.5330
N 3.6396 3.9770 -0.6877
O 3.8865 4.9629 -0.0317
O 4.3790 3.4367 -1.4841
C -0.9313 2.8794 0.8881
H -0.3200 4.4715 7.1294
H -0.8225 4.5695 5.4420
H -0.0329 5.9506 6.2021
H 1.3448 3.2410 5.6739
H 2.1042 4.6237 6.4496
H 0.0740 3.8590 3.1341
H 1.5730 2.8745 3.1063
H 2.6079 4.7098 1.6643
H 1.0161 5.3850 1.4032
H 2.3268 2.1052 -2.2895
H -1.1652 3.9317 1.0575
H -0.8703 2.3756 1.8510
H -1.7416 2.4261 0.3273
N -3.3626 -4.9931 4.2339
C -2.1157 -4.9184 3.6893
C -1.8531 -5.4835 2.4257
C -0.5920 -5.4096 1.8759
C 0.4232 -4.7322 2.5524
C 0.1807 -4.1711 3.8019
C -1.0751 -4.2626 4.3655
S 2.0210 -4.6528 1.8547
O 2.8615 -3.8785 2.7306
O 2.4144 -5.9387 1.3877
N 1.7372 -3.7542 0.4743
C 2.1909 -2.5689 0.3530
S 3.1520 -1.5330 1.3926
C 3.2873 -0.3359 0.1190
C 2.6467 -0.6720 -0.9936
N 1.9521 -1.8825 -0.8434
H -4.0264 -5.6417 3.8483
H -3.4817 -4.7772 5.2082
H -2.6384 -6.0241 1.9118
H -0.3742 -5.9036 0.9364
H 0.9900 -3.6841 4.3305
H -1.2579 -3.8479 5.3489
H 3.8534 0.5671 0.2826
H 2.5504 -0.1430 -1.9287
*
```

---

C34H43NO6RuS2Si3 | ωB97M-V/def2-TZVPD

E_LUMO (spin up / spin down) = 2.2 / 2.1 eV
E_HOMO (spin up / spin down) = -0.1460 / -0.1411 hartree
<S²> = 0.777
gap between HOMO and LUMO (spin up / spin down) = 6.2204 / 5.9840 eV

Geometry as ORCA input:
```
! RIJCOSX wB97M-V def2-TZVPD def2/J DEFGRID3
* xyz -1 2
Ru -1.1381 0.3241 -0.6711
O -4.1810 -2.7871 -0.8498
S -3.6128 -1.4607 -0.8899
O -2.9178 -1.0697 0.3484
O -2.7807 -1.1949 -2.0549
C -5.0009 -0.3457 -1.0979
C -6.2378 -0.9556 -1.2737
C -7.3689 -0.1980 -1.5334
C -7.2770 1.1815 -1.6195
C -6.0536 1.8092 -1.4377
C -4.9055 1.0641 -1.1802
S -3.4078 2.0375 -0.9584
O -3.8365 3.4072 -1.0037
O -2.8151 1.6202 0.3268
O -2.4695 1.6696 -2.0441
H -6.2802 -2.0354 -1.2058
H -8.3256 -0.6902 -1.6728
H -8.1600 1.7759 -1.8318
H -5.9603 2.8859 -1.4843
C -1.6092 -2.7191 2.8779
Si -0.6091 -1.1547 2.9531
C 0.5202 -1.3641 4.4487
C -1.7769 0.2534 3.3120
C 0.2041 -0.9589 1.2740
Si 1.0323 2.3047 1.2768
C 2.2776 3.5635 0.6277
C -0.5264 3.2881 1.4991
C 1.6369 1.8798 2.9913
Si 1.6078 -2.0040 -0.6507
C 3.3531 -2.6439 -0.8653
C 0.6106 -3.4787 -0.1283
C 0.9319 -1.5362 -2.3315
C 1.4659 -2.0163 -3.5235
C 0.8877 -1.6579 -4.7302
C -0.1997 -0.8044 -4.7194
C -0.6854 -0.3561 -3.5043
N -0.1462 -0.7314 -2.3324
H -2.1639 -2.8617 3.8159
H -0.9816 -3.6039 2.7126
H -2.3296 -2.6484 2.0562
H -0.0864 -1.1819 5.3496
H 1.3706 -0.6788 4.4721
H 0.9165 -2.3900 4.5144
H -2.4659 -0.0075 4.1289
H -2.3760 0.4596 2.4182
H -1.2389 1.1687 3.5867
H 1.8158 4.2252 -0.1181
H 3.1574 3.1019 0.1542
H 2.6286 4.1866 1.4650
H -1.4211 2.6768 1.4816
H -0.6334 4.0409 0.7058
H -0.4890 3.8110 2.4644
H 2.7271 1.7653 3.0179
H 1.1962 0.9644 3.3763
H 1.3557 2.7016 3.6677
H 3.7069 -3.0448 0.0941
H 4.0760 -1.8829 -1.1937
H 3.3610 -3.4680 -1.5963
H 0.8159 -3.7593 0.9119
H 0.8563 -4.3318 -0.7789
H -0.4610 -3.2712 -0.2161
H 2.3371 -2.6642 -3.4940
H 1.2845 -2.0342 -5.6661
H -0.6770 -0.4869 -5.6372
H -1.5387 0.3065 -3.4447
C 5.1732 -0.9333 2.8344
C 4.1112 -1.8067 3.0413
C 2.9310 -1.6556 2.3229
C 2.7675 -0.6194 1.4041
C 3.8484 0.2406 1.1931
C 5.0367 0.0868 1.8969
C 1.4814 -0.5227 0.6060
C 1.0971 0.8320 0.0595
C 1.5073 1.3328 -1.2946
C 2.6462 0.9041 -1.9677
C 2.9936 1.4239 -3.2112
C 2.2067 2.3933 -3.8174
C 1.0830 2.8583 -3.1477
C 0.7527 2.3441 -1.9035
H 6.0932 -1.0446 3.3960
H 4.2012 -2.6096 3.7657
H 2.1113 -2.3587 2.4762
H 3.7493 1.0567 0.4839
H 5.8577 0.7734 1.7182
H -0.6052 -1.0274 0.5605
H 3.2897 0.1579 -1.5085
H 3.8872 1.0616 -3.7085
H 2.4657 2.7822 -4.7970
H 0.4512 3.6168 -3.5995
H -0.1268 2.7184 -1.3930
*
```

---

C34H44Cl2MoN3O2P3 | ωB97M-V/def2-TZVPD

E_LUMO (spin up / spin down) = -5.3 / -8.9 eV
E_HOMO (spin up / spin down) = -0.4489 / -0.4469 hartree
<S²> = 2.031
gap between HOMO and LUMO (spin up / spin down) = 6.9247 / 3.2857 eV

Geometry as ORCA input:
```
! RIJCOSX wB97M-V def2-TZVPD def2/J DEFGRID3
* xyz 2 3
P 0.7486 -6.4824 0.6663
C 0.0694 -6.1655 -0.9310
C 0.9640 -7.0010 -1.6416
H 1.9371 -7.2260 -1.1886
C 0.5303 -7.7743 -2.7177
H 1.1809 -8.5740 -3.0929
C -0.7336 -7.5089 -3.2595
H -1.0676 -8.1009 -4.1070
C -1.5323 -6.4760 -2.7490
H -2.4995 -6.2676 -3.2389
C -1.1346 -5.7629 -1.5918
H -1.7626 -4.9338 -1.2278
C 2.1448 -5.4112 0.9108
C 2.9775 -4.7663 -0.0430
H 2.5904 -4.4493 -1.0232
C 4.3426 -4.5979 0.2497
H 5.0312 -4.2168 -0.5183
C 4.8615 -4.9950 1.4889
H 5.9315 -4.9225 1.6881
C 4.0007 -5.4385 2.5006
H 4.3847 -5.7711 3.4744
C 2.6307 -5.5244 2.2395
H 1.9625 -5.8989 3.0251
C -0.6424 -5.7693 1.8615
C -0.9706 -7.0728 2.2241
H -0.5106 -7.9227 1.6825
C -1.7118 -7.4038 3.3590
H -1.8252 -8.4707 3.6027
C -2.2739 -6.3577 4.1000
H -2.8820 -6.6143 4.9619
C -2.0784 -5.0263 3.7140
H -2.5645 -4.2308 4.3056
C -1.2589 -4.6986 2.5884
H -1.1941 -3.6274 2.3094
Mo 0.2398 0.1336 -0.1597
C 1.5597 0.4899 1.5707
C 2.1760 -0.4719 2.3075
H 1.6794 1.5349 1.9178
C 1.8012 -1.9474 1.9434
O 1.0623 -2.5456 3.1840
H 0.8688 -3.4855 3.0192
C 0.8748 -1.6694 0.8594
H 2.6411 -2.6074 1.6352
C -0.2288 -1.5989 0.2199
Cl 0.0460 2.3818 -0.0846
Cl -1.1357 -0.2728 -2.0984
P 1.9778 -0.0581 -1.9618
C 1.4931 1.1391 -3.2444
H 1.5281 2.1424 -2.8217
H 0.4530 0.9420 -3.5176
H 2.1220 1.0782 -4.1343
C 3.5565 0.5427 -1.3113
H 3.9231 -0.1568 -0.5566
H 3.3695 1.5009 -0.8219
H 4.3010 0.6624 -2.1027
C 2.2908 -1.6176 -2.8467
H 1.3420 -2.0662 -3.1459
H 2.8031 -2.3345 -2.2041
H 2.8964 -1.4785 -3.7454
P 3.3073 -0.1734 3.7009
C 3.7459 1.5560 3.5790
C 4.7427 -1.2290 3.4767
H 2.8491 2.1776 3.6820
H 4.2391 1.7433 2.6178
H 4.4406 1.7653 4.3993
H 4.4606 -2.2897 3.5154
H 5.4447 -1.0042 4.2883
H 5.2166 -0.9960 2.5140
C 2.5027 -0.5576 5.2580
H 1.6860 0.1519 5.4421
H 3.2460 -0.4606 6.0577
H 2.1127 -1.5828 5.2314
H -0.8162 -2.4020 -0.1519
C -5.3397 2.0640 0.5849
N -4.3864 1.2474 1.3213
C -4.6460 0.8747 2.5947
C -3.7166 0.0719 3.2099
C -2.5049 -0.2231 2.4999
N -2.2436 0.2042 1.2999
C -3.2056 0.9494 0.6333
O -3.0905 1.3896 -0.5120
N -1.6030 -0.9997 3.1517
H -6.2268 2.2650 1.1736
H -5.6260 1.5499 -0.3304
H -4.8769 3.0083 0.3035
H -5.5698 1.2143 3.0517
H -3.8567 -0.2744 4.2227
H -1.7622 -1.2597 4.1107
H -0.6071 -0.9519 2.8833
*
```

---

C34H44N4OsP2S3Si | ωB97M-V/def2-TZVPD

E_LUMO = -7.1 eV
E_HOMO = -0.4350 hartree
gap between HOMO and LUMO = 4.7613 eV

Geometry as ORCA input:
```
! RIJCOSX wB97M-V def2-TZVPD def2/J DEFGRID3
* xyz 2 1
Os -0.8975 0.8867 -0.8130
C -2.4601 -0.9358 1.7283
P -1.3131 -1.0569 0.3427
C 0.3085 -1.2804 1.1801
N 0.3161 -1.9498 2.3060
C 1.4731 -1.9916 3.0134
C 1.5057 -2.6421 4.2698
C 2.6621 -2.6390 4.9870
C 3.8337 -2.0110 4.4827
C 3.8361 -1.3996 3.2656
C 2.6433 -1.3685 2.5085
N 2.6184 -0.7176 1.3161
C 1.4759 -0.6320 0.6892
P 1.3838 0.3167 -0.8950
C 2.2456 -0.8969 -1.9459
C 2.5196 1.8068 -0.9384
C 2.8875 1.9980 -2.4246
C 1.7646 3.0501 -0.4635
C 3.7897 1.6394 -0.1005
C -1.7396 -2.6133 -0.5583
C -3.2382 -2.5407 -0.8944
C -0.9270 -2.6487 -1.8557
C -1.4311 -3.8541 0.2801
H -2.3389 -1.8161 2.3540
H -3.4860 -0.8505 1.3729
H -2.2111 -0.0474 2.3058
H 0.6018 -3.1168 4.6351
H 2.6940 -3.1175 5.9581
H 4.7388 -2.0198 5.0800
H 4.7248 -0.9231 2.8668
H 3.2243 -1.0239 -1.4845
H 2.3646 -0.5625 -2.9746
H 1.7319 -1.8518 -1.9370
H 2.0036 1.9793 -3.0777
H 3.6045 1.2534 -2.7754
H 3.3500 2.9802 -2.5432
H 0.8402 3.2131 -1.0183
H 2.3976 3.9284 -0.6300
H 1.5270 3.0025 0.6024
H 4.3648 0.7511 -0.3717
H 3.5727 1.5864 0.9651
H 4.4184 2.5185 -0.2840
H -3.5018 -1.6037 -1.4007
H -3.8612 -2.6354 -0.0042
H -3.4956 -3.3665 -1.5648
H -1.1509 -1.7670 -2.4789
H -1.1827 -3.5408 -2.4344
H 0.1446 -2.6779 -1.6521
H -2.0267 -3.8914 1.1942
H -0.3799 -3.9223 0.5578
H -1.6827 -4.7372 -0.3179
C -1.7868 0.5914 -4.0128
Si -0.9860 -0.6938 -5.0141
C 0.7277 -0.4541 -5.5374
C -1.8774 -2.1102 -5.5450
C -1.2343 -3.0521 -6.3727
C -1.9427 -4.1313 -6.8617
C -3.2887 -4.2798 -6.5294
C -3.9351 -3.3585 -5.7046
C -3.2362 -2.2754 -5.2126
H -1.5512 1.5841 -4.4052
H -1.4367 0.5864 -2.9604
H -2.8689 0.4645 -3.9885
H 0.7327 -0.1839 -6.6024
H 1.3114 -1.3720 -5.4280
H 1.2035 0.3536 -4.9789
H -0.1877 -2.9386 -6.6337
H -1.4571 -4.8532 -7.5055
H -3.8437 -5.1250 -6.9234
H -4.9830 -3.4848 -5.4599
H -3.7439 -1.5580 -4.5758
S 1.1616 1.5973 5.5668
C 0.3379 2.2279 4.3062
S 0.1852 1.3433 2.8138
C -0.8133 2.5915 2.1554
N -0.9932 3.5835 2.9319
N -0.3499 3.4116 4.1294
C -0.5065 4.4953 5.0879
C -1.6930 5.2201 5.0734
C -1.8709 6.2545 5.9777
C -0.8735 6.5631 6.8925
C 0.3089 5.8409 6.8848
C 0.5041 4.8047 5.9793
S -1.5129 2.5890 0.5426
H -2.4668 4.9729 4.3589
H -2.7966 6.8194 5.9679
H -1.0168 7.3669 7.6059
H 1.0983 6.0830 7.5860
H 1.4382 4.2650 5.9688
*
```